[1]
15
Properties=species:S:1:pos:R:3 method="wB97M-V/def2-TZVPD" orbital_gap_ev=9.71 lumo_ha=-0.1943 largest_force_ha_per_bohr=0.12601 relative_energy_kj_mol=303.0 homo_energy_ev=-15.0 total_charge=+1 energy_ha=-362.09808 smiles="C=[N+]1CCO[C@H]1O"
C -0.83 1.72 0.24
C 1.07 0.08 0.00
C 1.00 -1.42 -0.09
C -1.21 -0.64 -0.33
N -0.32 0.57 -0.05
O -0.29 -1.77 0.36
O -2.41 -0.82 -0.02
H -1.98 1.93 0.21
H -0.25 2.64 0.38
H 1.51 0.42 0.99
H 1.93 0.58 -0.66
H 1.14 -1.70 -1.11
H 1.75 -1.89 0.56
H -1.05 -0.64 -1.34
H -2.73 -0.82 0.91

[2]
13
Properties=species:S:1:pos:R:3 method="wB97M-V/def2-TZVPD" orbital_gap_ev=9.38 lumo_ha=0.0190 largest_force_ha_per_bohr=0.06479 relative_energy_kj_mol=585.1 homo_energy_ev=-8.9 energy_ha=-377.73649
N 1.09 0.38 0.51
C 0.02 -0.62 0.49
C -1.16 0.11 0.07
N 1.95 0.66 -0.57
C -2.16 0.79 -0.38
O 0.39 -1.76 -0.24
O -0.71 -0.75 1.60
H 0.53 -2.45 0.41
H 1.30 0.74 1.43
H 1.47 0.94 -1.41
H 2.47 -0.19 -0.78
H -2.09 1.38 -1.29
H -3.10 0.79 0.15

[3]
54
Properties=species:S:1:pos:R:3 method="wB97M-V/def2-TZVPD" orbital_gap_ev="5.89 / 5.81" lumo_ha="-0.2082 / -0.3326" largest_force_ha_per_bohr=0.11693 relative_energy_kj_mol=215.6 homo_energy_ev="-11.6 / -14.9" total_charge=+2 multiplicity=5 energy_ha=-1266.24352
C -2.39 -0.20 -4.27
C -2.20 -1.18 -3.30
C -1.42 -0.92 -2.16
C -0.95 0.38 -1.94
C -1.09 1.36 -2.93
C -1.81 1.06 -4.10
C -1.11 -2.02 -1.20
C -0.67 -3.34 -1.90
N 0.53 -3.28 -2.71
Pd -0.22 0.94 -0.13
C -0.50 2.71 -2.72
P 0.52 2.67 -1.19
H -2.67 -2.16 -3.41
H -1.92 1.84 -4.86
H -2.97 -0.42 -5.16
H -1.26 3.50 -2.56
H 0.15 3.04 -3.55
H -0.36 -1.71 -0.46
H -2.01 -2.28 -0.63
H -0.45 -4.08 -1.11
C 0.33 4.31 -0.47
C 2.22 2.49 -1.79
H -1.48 -3.72 -2.54
C 0.47 -2.95 -4.10
C 1.78 -3.04 -2.05
H 1.20 1.14 1.88
H 1.36 -3.39 -4.59
H -0.44 -3.36 -4.55
H 0.50 -1.86 -4.28
H 2.59 -3.36 -2.71
H 1.93 -1.98 -1.80
H 1.81 -3.62 -1.11
H 2.34 3.09 -2.70
H 2.89 2.84 -1.00
H 2.41 1.43 -2.01
H 0.97 5.03 -1.00
H -0.72 4.61 -0.55
H 0.62 4.26 0.59
H 1.93 1.40 2.37
C -1.30 0.73 5.53
C 0.08 0.11 5.34
C 1.01 0.56 6.46
C -0.04 -1.42 5.35
C 0.64 0.55 4.04
C 1.12 0.94 2.99
H -1.73 0.43 6.49
H -1.98 0.41 4.73
H -1.24 1.83 5.50
H 0.60 0.27 7.44
H 2.00 0.09 6.35
H 1.14 1.65 6.44
H -0.68 -1.76 4.53
H 0.94 -1.88 5.23
H -0.47 -1.75 6.30

[4]
8
Properties=species:S:1:pos:R:3 method="wB97M-V/def2-TZVPD" orbital_gap_ev=10.20 lumo_ha=0.0293 largest_force_ha_per_bohr=0.07950 relative_energy_kj_mol=46.3 homo_energy_ev=-9.4 energy_ha=-3027.30242 smiles=NP(N)Br
N 1.12 -0.51 0.70
N -0.89 -0.56 -1.03
P -0.74 -0.05 0.55
Br -0.26 2.18 0.62
H 1.43 0.52 0.42
H 1.29 -0.48 1.71
H -1.81 -0.39 -1.32
H -0.14 -0.72 -1.66

[5]
108
Properties=species:S:1:pos:R:3 method="wB97M-V/def2-TZVPD" orbital_gap_ev=7.51 lumo_ha=-0.3344 largest_force_ha_per_bohr=0.00200 relative_energy_kj_mol=22.1 homo_energy_ev=-16.6 total_charge=+3 energy_ha=-3405.06505
Ta -0.90 -1.06 -0.90
O 1.78 -2.14 -3.86
C 0.80 -1.81 -3.25
N 0.69 -1.81 -1.86
C 1.73 -2.60 -1.20
C 1.19 -3.06 0.11
C 1.79 -4.08 0.85
C 1.17 -4.52 2.01
C 0.00 -3.91 2.43
C -0.52 -2.88 1.68
N 0.06 -2.46 0.53
C -0.48 -1.43 -3.91
C -0.66 -1.46 -5.28
C -1.91 -1.17 -5.79
C -2.94 -0.86 -4.91
C -2.69 -0.83 -3.55
N -1.47 -1.11 -3.06
H 2.65 -2.02 -1.08
H 2.00 -3.46 -1.82
H 2.70 -4.53 0.49
H 1.61 -5.33 2.58
H -0.51 -4.22 3.33
H -1.40 -2.34 2.00
H 0.18 -1.73 -5.91
H -2.09 -1.19 -6.85
H -3.94 -0.64 -5.27
H -3.46 -0.60 -2.84
Cl -6.55 -4.96 2.12
C -5.36 -3.88 1.54
C -5.27 -2.59 2.08
C -4.32 -1.69 1.62
C -3.45 -2.07 0.61
O -2.53 -1.20 0.12
C -3.52 -3.37 0.07
C -2.60 -3.79 -0.95
O -1.66 -3.10 -1.39
C -4.49 -4.27 0.54
H -5.95 -2.30 2.87
H -4.24 -0.70 2.05
H -2.73 -4.79 -1.37
H -4.56 -5.26 0.12
C 3.58 -0.38 4.06
C 2.08 -0.44 4.42
C 1.21 -0.63 3.17
C 1.83 0.16 2.01
C 3.15 -0.51 1.58
C 3.85 -1.17 2.78
P 0.75 0.72 0.62
C 1.88 1.71 -0.49
C 2.67 0.88 -1.51
C 3.27 1.78 -2.60
C 3.69 3.15 -2.06
C 4.06 3.03 -0.59
C 2.82 2.69 0.25
C -0.38 2.00 1.35
C 0.27 3.03 2.33
C -0.24 2.86 3.76
C -1.75 3.11 3.84
C -2.48 2.52 2.62
C -1.65 1.40 1.98
H 4.18 -0.77 4.88
H 3.90 0.65 3.92
H 1.79 0.48 4.93
H 1.89 -1.25 5.11
H 0.18 -0.35 3.38
H 1.21 -1.69 2.90
H 2.09 1.14 2.44
H 3.81 0.23 1.14
H 2.97 -1.26 0.81
H 4.92 -1.24 2.58
H 3.49 -2.20 2.91
H 1.17 2.31 -1.06
H 2.03 0.13 -1.98
H 3.47 0.34 -1.00
H 2.55 1.89 -3.42
H 4.13 1.27 -3.03
H 2.87 3.88 -2.16
H 4.51 3.55 -2.64
H 4.49 3.96 -0.22
H 4.83 2.26 -0.47
H 2.28 3.61 0.46
H 3.16 2.30 1.21
H -0.70 2.56 0.46
H 0.03 4.03 1.98
H 1.35 2.97 2.32
H 0.29 3.56 4.41
H 0.01 1.87 4.13
H -1.95 4.18 3.90
H -2.14 2.67 4.76
H -2.66 3.29 1.87
H -3.46 2.14 2.91
H -2.22 0.88 1.22
H -1.40 0.66 2.74
C 0.18 2.33 -5.02
C -0.09 3.19 -3.79
C -0.96 2.49 -2.80
N -0.67 1.38 -2.21
N -1.66 0.93 -1.37
C -2.74 1.71 -1.35
N -3.85 1.45 -0.68
S -2.53 3.10 -2.35
H 0.84 2.86 -5.71
H -0.75 2.11 -5.55
H 0.66 1.39 -4.75
H -0.55 4.13 -4.07
H 0.85 3.44 -3.28
H -3.89 0.65 -0.06
H -4.61 2.11 -0.65

[6]
16
Properties=species:S:1:pos:R:3 method="wB97M-V/def2-TZVPD" orbital_gap_ev=9.49 lumo_ha=-0.1780 largest_force_ha_per_bohr=0.06380 relative_energy_kj_mol=132.0 homo_energy_ev=-14.3 total_charge=+1 energy_ha=-1435.92343
C 1.34 0.07 1.21
C -0.15 -1.77 0.70
C -0.40 0.70 -1.86
N 0.55 -0.78 0.24
P 0.89 -0.59 -1.56
Cl -1.41 2.56 1.10
Cl -0.16 -2.17 -2.26
H 2.02 0.67 0.68
H 0.64 0.54 1.81
H 2.04 -0.58 1.83
H -2.41 2.96 1.98
H -0.57 -2.41 -0.17
H -0.28 -2.04 1.73
H -1.02 0.63 -0.98
H -1.10 0.53 -2.61
H 0.01 1.68 -1.82

[7]
35
Properties=species:S:1:pos:R:3 method="wB97M-V/def2-TZVPD" orbital_gap_ev="4.06 / 4.06" lumo_ha="-0.0412 / -0.0412" largest_force_ha_per_bohr=0.07090 relative_energy_kj_mol=164.2 homo_energy_ev="-5.2 / -5.2" energy_ha=-1273.36835
C -0.39 0.36 -2.05
C -1.22 1.52 -2.00
C -0.37 2.64 -1.80
C 0.99 2.23 -1.91
C 1.00 0.81 -2.00
La 0.78 -0.66 1.78
P -0.23 -3.20 0.59
H -0.69 -0.65 -2.05
H -2.30 1.52 -1.93
H -0.69 3.69 -1.71
H 1.85 0.14 -1.96
H 1.87 2.86 -1.77
H 0.94 -3.71 -0.05
H -1.34 -3.59 -0.23
H -0.32 -3.95 1.81
C 2.27 1.01 3.23
N 1.06 0.43 3.90
C 1.23 -0.85 4.66
C -0.19 0.83 3.42
S -0.27 1.77 2.00
N -1.28 0.11 3.87
C -1.47 0.08 5.32
C -2.57 0.37 3.17
H 3.15 0.35 3.34
H 2.42 2.00 3.64
H 2.13 1.22 2.14
H 1.25 -0.64 5.73
H 0.42 -1.56 4.45
H 2.17 -1.34 4.38
H -2.43 0.57 5.53
H -1.52 -0.95 5.68
H -0.67 0.62 5.82
H -2.77 1.44 3.15
H -2.59 -0.02 2.15
H -3.34 -0.13 3.75

[8]
15
Properties=species:S:1:pos:R:3 method="wB97M-V/def2-TZVPD" orbital_gap_ev=10.40 lumo_ha=0.0267 largest_force_ha_per_bohr=0.03449 relative_energy_kj_mol=197.1 homo_energy_ev=-9.7 energy_ha=-341.92856
C 0.48 0.16 0.45
C -0.29 0.28 -0.85
N -0.31 0.05 1.65
C 1.42 1.43 0.55
C -1.01 -1.04 -1.26
N -0.77 -2.23 -0.94
O 2.02 1.92 -0.37
H 1.16 -0.70 0.41
H -0.96 0.82 1.75
H -0.80 -0.83 1.71
H -0.01 -2.36 -0.26
H 1.53 1.81 1.58
H -1.04 1.07 -0.79
H 0.40 0.53 -1.66
H -1.82 -0.90 -1.98

[9]
12
Properties=species:S:1:pos:R:3 method="wB97M-V/def2-TZVPD" orbital_gap_ev=10.58 lumo_ha=0.0193 largest_force_ha_per_bohr=0.02005 relative_energy_kj_mol=345.9 homo_energy_ev=-10.1 energy_ha=-306.37456 smiles=C#C[C@H](O)CO
O -0.34 2.06 -0.08
C -0.18 0.91 -0.88
C 0.35 -0.25 -0.06
O 1.43 0.14 0.75
C -0.65 -1.04 0.68
C -1.08 -2.16 0.79
H 0.55 2.26 0.24
H 0.49 1.10 -1.74
H -1.16 0.63 -1.28
H 0.68 -1.04 -0.74
H 1.03 0.42 1.59
H -1.03 -3.20 0.61

[10]
16
Properties=species:S:1:pos:R:3 method="wB97M-V/def2-TZVPD" orbital_gap_ev=10.76 lumo_ha=0.0339 largest_force_ha_per_bohr=0.07293 relative_energy_kj_mol=270.1 homo_energy_ev=-9.8 energy_ha=-485.86421 smiles=C#CCCC[SiH3]
C -2.31 -0.31 0.01
C -3.51 -0.42 0.19
C -0.94 -0.16 -0.41
C -0.25 0.91 0.39
C 1.22 0.88 -0.06
Si 2.21 -0.72 0.16
H -4.44 -0.69 0.61
H 2.06 -1.66 1.23
H -0.69 -1.24 -0.26
H -0.74 0.10 -1.40
H -0.85 1.77 0.20
H -0.23 0.57 1.38
H 1.24 0.97 -1.26
H 1.87 1.82 0.26
H 3.59 -0.48 -0.07
H 1.76 -1.35 -0.98

[11]
61
Properties=species:S:1:pos:R:3 method="wB97M-V/def2-TZVPD" orbital_gap_ev=7.86 lumo_ha=-0.0250 largest_force_ha_per_bohr=0.00613 relative_energy_kj_mol=16.5 homo_energy_ev=-8.5 energy_ha=-4638.17781
In 0.94 0.20 -0.14
Cl -6.40 0.32 -1.20
C -4.75 0.38 -0.65
C -4.46 0.99 0.57
C -3.18 1.05 1.04
Cl -2.85 1.80 2.55
C -2.08 0.51 0.30
O -0.89 0.61 0.79
C -2.41 -0.12 -0.93
C -1.46 -0.76 -1.77
O -0.23 -0.86 -1.62
C -3.75 -0.18 -1.39
H -5.26 1.43 1.16
H -1.87 -1.24 -2.66
H -3.97 -0.66 -2.33
F 2.95 3.42 -1.77
C 1.83 4.12 -1.62
F 1.27 4.31 -2.81
F 2.12 5.30 -1.09
S 0.62 3.19 -0.56
O -0.25 4.15 0.01
O 0.11 2.16 -1.45
N 1.52 2.32 0.46
S 2.30 2.95 1.73
O 3.42 2.11 2.03
O 2.42 4.37 1.62
C 1.11 2.63 3.10
F 1.67 2.99 4.25
F -0.01 3.29 2.93
F 0.85 1.31 3.16
O 2.09 -3.34 1.33
C 1.70 -2.17 1.75
O 0.78 -1.55 1.22
C 2.42 -1.64 2.98
N 3.48 -2.59 3.35
C 3.30 -2.99 4.76
C 1.80 -2.85 4.96
C 1.48 -1.57 4.20
H 2.80 -0.66 2.70
H 4.40 -2.22 3.16
H 2.82 -3.57 1.97
H 3.84 -2.31 5.43
H 3.68 -4.00 4.92
H 1.53 -2.80 6.01
H 1.28 -3.70 4.52
H 1.74 -0.69 4.80
H 0.44 -1.47 3.90
Cl 9.18 0.00 -2.34
C 7.50 -0.01 -1.90
C 7.16 -0.01 -0.56
C 5.82 -0.02 -0.21
C 4.84 -0.04 -1.20
C 5.20 -0.02 -2.54
C 6.54 -0.02 -2.90
C 3.41 -0.04 -0.82
O 2.52 0.23 -1.67
O 3.07 -0.29 0.37
H 7.93 0.02 0.20
H 5.52 0.00 0.83
H 4.43 -0.02 -3.30
H 6.84 -0.02 -3.94

[12]
69
Properties=species:S:1:pos:R:3 method="wB97M-V/def2-TZVPD" orbital_gap_ev="5.44 / 6.50" lumo_ha="0.0750 / 0.0750" largest_force_ha_per_bohr=0.03554 relative_energy_kj_mol=20.8 homo_energy_ev="-3.4 / -4.5" total_charge=-1 multiplicity=4 energy_ha=-5679.54608
V -0.36 -1.35 0.75
S 0.46 -3.31 1.82
C 1.49 -2.24 2.71
S 1.51 -0.61 2.19
C 2.24 -2.68 3.81
C 2.26 -4.02 4.26
N 2.30 -5.10 4.67
C 3.02 -1.77 4.57
N 3.66 -1.05 5.21
C -1.54 -1.51 3.67
N -1.83 -1.08 2.30
C -2.05 0.37 2.31
C -3.03 -1.77 1.80
C -3.18 -1.51 0.32
C -4.41 -1.15 -0.23
C -4.51 -0.90 -1.59
C -3.38 -1.03 -2.39
C -2.16 -1.38 -1.81
C -2.00 -1.61 -0.43
H -2.37 -1.25 4.34
H -0.64 -1.01 4.03
H -1.38 -2.58 3.70
H -2.85 0.64 3.02
H -2.34 0.70 1.32
H -1.14 0.88 2.61
H -3.92 -1.45 2.37
H -2.88 -2.84 1.97
H -5.29 -1.05 0.40
H -5.45 -0.59 -2.02
H -3.45 -0.84 -3.45
H -1.30 -1.46 -2.47
C 0.52 -3.78 -1.73
As 1.15 -2.08 -1.01
C 2.94 -2.69 -0.51
C 1.74 -1.22 -2.71
H 1.30 -4.27 -2.32
H -0.37 -3.64 -2.33
H 0.27 -4.40 -0.87
H 3.48 -3.05 -1.39
H 2.83 -3.51 0.20
H 3.51 -1.90 -0.03
H 2.20 -1.97 -3.36
H 2.50 -0.46 -2.47
H 0.92 -0.75 -3.24
N -0.38 0.71 -0.30
S -0.31 2.25 0.00
C -0.57 3.05 -1.58
C -1.82 3.59 -1.86
C -2.09 4.08 -3.13
C -1.12 4.04 -4.12
C 0.13 3.50 -3.84
C 0.41 3.00 -2.58
C 1.41 2.76 0.30
C 1.67 4.04 0.76
C 2.97 4.41 1.04
C 4.00 3.49 0.88
C 3.73 2.21 0.43
C 2.43 1.84 0.14
H 0.00 0.49 -1.21
H -2.58 3.59 -1.09
H -3.07 4.49 -3.35
H -1.34 4.42 -5.11
H 0.89 3.46 -4.61
H 1.38 2.58 -2.36
H 0.85 4.74 0.90
H 3.19 5.41 1.40
H 5.02 3.77 1.12
H 4.54 1.49 0.33
H 2.19 0.83 -0.18